C27H17GeN5S2V as an isolated structure. Source: OMol25; level of theory: the ωB97M-V functional and the def2-TZVPD basis.

Values from the calculation:
HOMO-LUMO gap (alpha / beta): 6.772 / 5.278 eV
2S+1: 2
Total charge: +2
LUMO (alpha / beta): -8.3 / -9.8 eV
Highest occupied orbital energy (alpha / beta): -15.12 / -15.10 eV

Last column: Mulliken charge in e.
Cartesian coordinates (Å):
V -0.224 0.412 -2.430  0.73
S -1.099 2.177 -3.276  -0.27
C 0.466 2.770 -2.707  0.67
C 0.524 4.041 -2.104  -0.50
C 1.704 4.510 -1.583  0.57
C 1.749 5.817 -0.992  -0.50
N 1.790 6.857 -0.508  -0.35
C 2.859 3.685 -1.579  0.55
C 2.805 2.425 -2.122  -0.57
C 1.623 1.965 -2.738  0.56
S 1.637 0.354 -3.471  -0.22
C 4.080 4.148 -0.983  -0.49
N 5.062 4.490 -0.499  -0.35
H -0.363 4.660 -2.078  0.62
H 3.684 1.794 -2.116  0.61
C 0.062 2.358 0.835  -1.18
Ge 0.043 0.538 0.161  1.04
C 1.639 -0.427 0.651  0.04
C 2.297 -1.338 -0.176  0.18
C 3.427 -2.004 0.275  -0.84
C 3.909 -1.762 1.555  -0.50
C 3.265 -0.854 2.384  -0.82
C 2.136 -0.182 1.935  -0.17
C -1.695 -0.284 0.664  0.77
C -2.803 0.582 0.588  -0.50
C -4.085 0.170 0.903  -1.12
C -4.310 -1.151 1.299  -0.65
C -3.244 -2.053 1.385  0.91
C -3.471 -3.381 1.800  -0.75
C -2.414 -4.291 1.916  -0.53
C -1.130 -3.881 1.625  -0.95
C -0.879 -2.567 1.208  0.01
C -1.918 -1.625 1.071  0.30
H -0.014 2.306 1.923  0.56
H -0.755 2.972 0.464  0.43
H 1.012 2.824 0.580  0.28
H 1.933 -1.542 -1.178  0.39
H 3.935 -2.706 -0.372  0.47
H 4.793 -2.278 1.904  0.43
H 3.646 -0.661 3.378  0.45
H 1.656 0.532 2.594  0.40
H -2.657 1.610 0.279  0.35
H -4.911 0.866 0.849  0.46
H -5.311 -1.482 1.547  0.49
H -4.482 -3.693 2.030  0.44
H -2.610 -5.308 2.226  0.45
H -0.304 -4.572 1.721  0.50
H 0.142 -2.274 1.001  0.18
N -1.199 -1.077 -2.373  -0.90
C -1.894 -2.078 -2.352  0.51
N -2.571 -3.055 -2.336  -0.32
C -3.406 -3.834 -1.688  0.46
N -4.131 -4.500 -1.092  -0.35


C27H18BrNO4PReSe as an isolated structure. Source: OMol25; level of theory: the ωB97M-V functional and the def2-TZVPD basis.

Values from the calculation:
HOMO-LUMO gap (alpha / beta): 7.126 / 6.183 eV
2S+1: 4
Relative energy (zero: lowest compared OMol25 entry of this formula, charge and spin): 0.497 eV
Total charge: +1
LUMO (alpha / beta): -4.4 / -5.5 eV
Highest occupied orbital energy (alpha / beta): -11.53 / -11.70 eV

Last column: Mulliken charge in e.
Cartesian coordinates (Å):
Re 0.995 0.860 0.339  0.96
O 2.591 -2.913 -0.297  -0.58
C 1.751 -2.195 0.159  0.23
O 1.711 -0.886 -0.110  -0.19
C 0.669 -2.712 1.071  0.30
C 0.924 -3.916 1.714  -0.81
C -0.027 -4.480 2.550  -0.62
C -1.250 -3.853 2.730  -0.77
C -1.521 -2.654 2.090  -0.41
C -0.562 -2.070 1.265  0.82
P -0.971 -0.562 0.343  0.66
C -2.480 0.141 1.018  0.80
C -2.517 0.484 2.374  -0.22
C -3.655 1.063 2.903  -0.79
C -4.750 1.316 2.085  -0.55
C -4.710 0.983 0.739  -0.71
C -3.576 0.400 0.198  -0.67
C -1.269 -1.052 -1.364  0.49
C -2.046 -2.176 -1.640  -0.17
C -2.273 -2.538 -2.957  -0.76
C -1.726 -1.790 -3.991  -0.48
C -0.948 -0.674 -3.720  -0.84
C -0.723 -0.304 -2.405  -0.22
H 1.877 -4.394 1.536  0.53
H 0.190 -5.411 3.055  0.43
H -2.004 -4.302 3.363  0.45
H -2.479 -2.172 2.228  0.51
H -1.654 0.290 3.000  0.35
H -3.690 1.315 3.955  0.44
H -5.631 1.786 2.500  0.42
H -5.567 1.178 0.108  0.44
H -3.548 0.147 -0.854  0.39
H -2.458 -2.765 -0.829  0.48
H -2.872 -3.411 -3.177  0.42
H -1.909 -2.078 -5.018  0.42
H -0.518 -0.098 -4.528  0.45
H -0.131 0.584 -2.186  0.31
Se 0.815 1.202 5.109  0.02
C 0.868 1.137 3.406  0.54
N 0.879 1.076 2.212  -0.54
Br 5.073 0.174 -2.550  -0.14
C 4.669 1.928 -1.948  -0.57
C 5.631 2.923 -1.974  -0.35
C 5.293 4.205 -1.563  -0.56
C 4.016 4.492 -1.109  -0.65
C 3.065 3.481 -1.051  0.86
C 3.392 2.205 -1.494  0.31
C 1.695 3.800 -0.511  0.30
O 1.266 4.915 -0.465  -0.54
O 1.032 2.744 -0.024  -0.64
H 6.630 2.696 -2.319  0.42
H 6.042 4.984 -1.604  0.40
H 3.744 5.487 -0.787  0.48
H 2.648 1.411 -1.577  0.15


C27H18ClIIrNOP as an isolated structure. Source: OMol25; level of theory: the ωB97M-V functional and the def2-TZVPD basis.

Values from the calculation:
HOMO-LUMO gap: 6.446 eV
Relative energy (zero: lowest compared OMol25 entry of this formula, charge and spin): 0.000 eV
Total charge: +1
LUMO: -4.1 eV
Highest occupied orbital energy: -10.60 eV

Last column: Mulliken charge in e.
Cartesian coordinates (Å):
Ir 0.305 0.559 -1.818  1.03
Cl -5.298 3.887 0.326  -0.23
C -4.230 2.795 -0.482  0.41
C -4.729 1.799 -1.274  -0.42
C -3.891 0.889 -1.958  -0.33
I -4.709 -0.578 -3.162  0.13
C -2.522 0.986 -1.829  0.79
O -1.622 0.225 -2.416  -0.81
C -2.025 2.008 -0.986  0.16
N -0.663 2.029 -0.883  -0.15
C -0.061 2.959 -0.159  -0.15
C -0.798 3.937 0.513  -0.87
C -2.171 3.923 0.453  -0.66
C -2.829 2.941 -0.310  0.13
H -5.801 1.707 -1.387  0.42
H 1.018 2.909 -0.111  0.47
H -0.270 4.685 1.085  0.45
H -2.755 4.663 0.983  0.46
C 0.918 0.860 4.125  -0.64
C 2.070 0.309 3.583  -0.61
C 2.068 -0.164 2.279  -0.53
C 0.908 -0.076 1.514  0.24
C -0.252 0.471 2.064  -0.13
C -0.244 0.937 3.368  -0.75
P 0.895 -0.746 -0.150  0.82
C 0.063 -2.333 -0.112  0.65
C 0.111 -3.125 -1.261  -0.50
C -0.508 -4.362 -1.270  -0.78
C -1.179 -4.809 -0.138  -0.48
C -1.233 -4.022 1.004  -0.78
C -0.614 -2.781 1.021  -0.32
C 2.513 -0.823 -0.885  0.27
C 3.683 -1.568 -0.823  -0.39
C 4.721 -1.158 -1.639  -0.66
C 4.584 -0.066 -2.502  -0.52
C 3.399 0.641 -2.591  -0.74
C 2.323 0.260 -1.773  -0.13
H 0.924 1.227 5.143  0.42
H 2.973 0.247 4.175  0.44
H 2.971 -0.589 1.860  0.36
H -1.169 0.511 1.487  0.64
H -1.146 1.355 3.795  0.46
H 0.629 -2.775 -2.146  0.36
H -0.472 -4.977 -2.158  0.42
H -1.661 -5.777 -0.147  0.41
H -1.756 -4.374 1.882  0.43
H -0.654 -2.172 1.914  0.39
H 3.790 -2.425 -0.171  0.52
H 5.664 -1.689 -1.617  0.42
H 5.427 0.214 -3.119  0.42
H 3.304 1.456 -3.296  0.47


C27H18N5O2RbS2 as an isolated structure. Source: OMol25; level of theory: the ωB97M-V functional and the def2-TZVPD basis.

Values from the calculation:
HOMO-LUMO gap: 4.420 eV
Relative energy (zero: lowest compared OMol25 entry of this formula, charge and spin): 0.585 eV
Total charge: -2
LUMO: 3.5 eV
Highest occupied orbital energy: -0.89 eV

Last column: Mulliken charge in e.
Cartesian coordinates (Å):
Rb 0.189 0.648 0.733  0.86
C 1.394 -2.928 3.916  -0.80
C 0.929 -4.202 3.631  -0.30
C 0.056 -4.386 2.572  -0.78
C -0.314 -3.275 1.813  0.13
N 0.141 -2.058 2.091  0.34
C 0.960 -1.876 3.118  -0.03
C -1.261 -3.352 0.669  0.82
C -1.770 -4.563 0.190  -0.67
C -2.690 -4.537 -0.842  -0.60
C -3.080 -3.323 -1.380  -0.78
C -2.507 -2.163 -0.857  0.49
N -1.631 -2.192 0.135  0.04
C -2.831 -0.817 -1.395  0.44
C -3.162 -0.627 -2.734  -0.67
C -3.402 0.659 -3.187  -0.45
C -3.303 1.713 -2.297  -0.44
C -2.967 1.426 -0.979  -0.19
N -2.746 0.200 -0.534  -0.32
H 2.066 -2.744 4.743  0.40
H 1.234 -5.047 4.237  0.39
H -0.331 -5.373 2.358  0.22
H 1.251 -0.845 3.314  0.19
H -1.457 -5.506 0.615  0.26
H -3.109 -5.462 -1.221  0.41
H -3.816 -3.272 -2.171  0.41
H -3.187 -1.466 -3.418  0.32
H -3.637 0.837 -4.229  0.39
H -3.452 2.736 -2.613  0.38
H -2.850 2.219 -0.248  0.40
S 1.673 2.178 3.341  -0.53
C 0.288 1.957 4.360  0.25
S -1.024 0.910 3.987  -0.50
C 0.236 2.689 5.573  -0.02
C 1.280 3.552 5.994  0.18
N 2.085 4.273 6.410  -0.68
C -0.840 2.591 6.488  0.17
N -1.696 2.581 7.268  -0.68
C 0.379 3.841 -3.167  -1.42
C 0.873 2.641 -2.349  0.78
O 0.071 2.165 -1.551  -0.46
C 2.217 2.145 -2.596  0.48
C 3.047 2.830 -3.510  -0.43
C 4.322 2.436 -3.825  -0.80
C 4.834 1.276 -3.204  -0.21
C 4.077 0.571 -2.320  -0.68
C 2.725 0.945 -1.944  0.12
O 2.095 0.242 -1.126  -0.67
H -0.645 4.045 -2.858  0.27
H 0.404 3.629 -4.238  0.36
H 0.988 4.726 -2.985  0.37
H 2.665 3.723 -3.990  0.23
H 4.923 3.005 -4.524  0.34
H 5.843 0.946 -3.431  0.34
H 4.464 -0.319 -1.836  0.35